No. 1
A 2-piece molecular cluster, C6H7N overall, computed with the ωB97M-V functional and the def2-TZVPD basis.

XYZ file:
```
14
Properties=species:S:1:pos:R:3
N -2.047 -0.636 -2.148
C -1.100 -0.758 -1.497
C 0.104 -0.928 -0.673
C -0.204 -1.279 0.767
C 0.404 -0.394 1.568
C 1.113 0.605 0.751
C 0.935 0.330 -0.547
H 0.708 -1.727 -1.129
H -1.405 2.213 -0.105
H -0.812 -2.129 1.051
H 0.387 -0.399 2.653
H 1.677 1.439 1.155
H -1.061 2.778 -0.444
H 1.302 0.884 -1.403
```

Computed properties:
charge: 0
energy relative to the best compared isomer or geometry (same formula, charge and spin): 230.4 kJ/mol
E_tot: -7823.25945 eV
SMILES string: N#CC1C=CC=C1.[H][H]
E_HOMO: -9.33 eV
frontier orbital gap: 10.00 eV

---

No. 2
C25H24CoF3N7O2S as an isolated structure, computed with the ωB97M-V functional and the def2-TZVPD basis.

XYZ file:
```
63
Properties=species:S:1:pos:R:3
Co 0.553 0.495 0.458
C 0.442 -0.777 4.499
C 1.017 -2.046 4.429
C 1.764 -2.369 3.326
C 1.915 -1.442 2.278
N 1.243 -0.267 2.295
C 0.577 0.057 3.417
N 2.846 -1.758 1.328
C 3.039 -1.081 0.253
N 2.289 -0.055 -0.253
C 2.868 0.407 -1.392
N 2.538 1.421 -2.119
C 1.567 2.321 -1.792
C 1.449 3.412 -2.681
C 0.538 4.409 -2.449
C -0.247 4.339 -1.298
C -0.078 3.259 -0.463
N 0.777 2.248 -0.696
C 4.069 -0.401 -1.683
C 5.000 -0.343 -2.699
C 6.080 -1.217 -2.629
C 6.219 -2.106 -1.568
C 5.266 -2.171 -0.556
C 4.186 -1.317 -0.642
H -0.106 -0.447 5.370
H 0.904 -2.748 5.245
H 2.277 -3.314 3.229
H 0.145 1.047 3.445
H 2.110 3.424 -3.535
H 0.440 5.239 -3.137
H -0.963 5.111 -1.057
H -0.649 3.183 0.454
H 4.886 0.364 -3.510
H 6.831 -1.201 -3.408
H 7.083 -2.757 -1.530
H 5.358 -2.863 0.271
C -4.588 -0.683 2.838
C -3.706 -1.227 1.719
N -3.694 -0.343 0.558
C -2.774 0.590 0.329
S -1.637 1.018 1.538
N -2.771 1.219 -0.840
C -3.741 1.048 -1.908
C -5.036 1.809 -1.623
H -4.644 -1.400 3.658
H -5.598 -0.500 2.470
H -4.176 0.251 3.219
H -4.070 -2.199 1.387
H -2.685 -1.344 2.075
H -4.260 -0.627 -0.227
H -2.015 1.865 -0.979
H -3.926 -0.017 -2.062
H -3.278 1.423 -2.819
H -5.494 1.464 -0.696
H -5.747 1.671 -2.438
H -4.830 2.874 -1.518
F 0.645 -3.037 -1.399
C -0.511 -2.946 -0.715
F -0.192 -2.957 0.602
F -1.215 -4.053 -0.959
C -1.277 -1.630 -1.072
O -2.391 -1.730 -1.569
O -0.623 -0.599 -0.770
```

Computed properties:
charge: 0
energy relative to the best compared isomer or geometry (same formula, charge and spin): 100.3 kJ/mol
spin multiplicity: 2
E_tot: -97458.39980 eV
expectation value of S²: 0.764
E_HOMO (alpha / beta): -7.97 / -8.00 eV
frontier orbital gap (alpha / beta): 7.28 / 7.31 eV

---

No. 3
One molecule with the formula C20H30O7, computed with the ωB97M-V functional and the def2-TZVPD basis.

XYZ file:
```
57
Properties=species:S:1:pos:R:3
C 0.267 -2.690 3.139
O 1.340 -2.443 2.227
C 2.111 -1.333 2.713
C 2.716 -0.608 1.480
C 2.539 0.942 1.593
C 3.804 1.753 1.258
C 4.149 1.910 -0.261
C 2.976 1.715 -1.233
C 2.842 0.270 -1.781
C 1.342 -0.007 -2.048
C 1.066 -1.425 -2.598
C -0.037 -2.175 -1.802
C -1.475 -1.950 -2.347
C -1.923 -0.564 -2.023
C -2.426 -0.140 -0.880
C -2.727 -0.889 0.387
C -4.209 -0.656 0.762
O -4.989 -1.388 0.353
O -4.504 0.393 1.611
C -5.317 1.382 1.059
C -5.082 2.790 1.583
O -6.155 1.191 0.283
C -2.696 1.355 -0.990
O -2.656 2.202 -0.218
O -2.943 1.497 -2.355
C -1.921 0.696 -2.886
O -1.285 1.020 -3.783
H -0.035 -3.736 3.049
H 0.637 -2.534 4.162
H -0.565 -1.991 2.972
H 2.919 -1.662 3.379
H 1.415 -0.644 3.206
H 3.780 -0.835 1.372
H 2.136 -0.976 0.632
H 1.641 1.272 1.066
H 2.341 1.122 2.661
H 3.647 2.763 1.657
H 4.664 1.342 1.797
H 5.021 1.299 -0.520
H 4.492 2.946 -0.388
H 2.011 2.053 -0.849
H 3.184 2.344 -2.109
H 3.332 0.168 -2.758
H 3.290 -0.487 -1.131
H 1.042 0.741 -2.790
H 0.781 0.230 -1.132
H 0.720 -1.311 -3.634
H 1.963 -2.049 -2.644
H 0.195 -3.243 -1.743
H -0.007 -1.770 -0.782
H -1.469 -2.129 -3.427
H -2.124 -2.706 -1.896
H -2.551 -1.958 0.291
H -2.122 -0.507 1.222
H -4.629 3.411 0.810
H -4.464 2.762 2.483
H -6.052 3.240 1.801
```

Computed properties:
charge: 0
energy relative to the best compared isomer or geometry (same formula, charge and spin): 0.0 kJ/mol
E_tot: -35557.38848 eV
SMILES string: COCCCCCCCCCCCC1=C(CC(=O)OC(C)=O)C(=O)OC1=O
E_HOMO: -9.98 eV
frontier orbital gap: 9.81 eV